Density functional theory data (the ωB97M-V functional and the def2-TZVPD basis) for C19H25CoN7O2S as an isolated structure.

- net charge = +1
- calculated total energy (eV) = -83092.2142
- multiplicity = 5
- gap between HOMO and LUMO (spin up / spin down) (Ha) = 0.285 / 0.200
- strongest force on any atom (hartree/bohr) = 0.01119
- energy above the lowest of the compared OMol25 structures with the same formula, charge and spin (kJ/mol) = 24.05

Cartesian coordinates (Å):
Co: -0.888 0.150 -0.555
S: -2.697 -0.844 0.957
O: -1.520 1.962 -0.204
O: -3.337 3.275 -0.060
N: 0.448 0.038 1.072
N: -4.399 -2.564 -0.157
N: -2.572 0.535 -2.139
N: 0.908 -0.315 -1.787
N: 1.759 0.628 2.910
N: -1.173 -1.866 -1.194
N: -2.301 -2.583 -1.045
C: 1.063 0.933 1.792
C: 1.976 0.452 -1.961
C: -0.171 -2.448 -1.737
C: -3.338 1.510 -1.639
C: 3.832 1.905 3.487
C: 1.034 -1.638 -1.978
C: 3.349 -1.421 -2.505
C: -4.312 -0.001 -3.682
C: 2.232 -2.229 -2.341
C: 0.978 2.372 1.370
C: 1.970 -0.767 3.298
C: 3.218 -0.058 -2.318
C: -5.115 0.992 -3.139
C: 2.979 -1.507 2.420
C: -3.051 -0.196 -3.149
C: -3.165 -2.048 -0.172
C: 2.358 1.656 3.772
C: -2.716 2.344 -0.525
C: -4.617 1.767 -2.103
H: 1.784 2.573 3.685
H: 4.201 2.719 4.113
H: 0.514 -0.890 1.467
H: 2.237 1.318 4.800
H: 3.040 -2.555 2.718
H: 2.701 -1.466 1.366
H: 0.666 2.432 0.333
H: -4.651 -0.612 -4.508
H: -6.112 1.164 -3.525
H: -0.204 -3.502 -2.002
H: 2.282 -3.301 -2.486
H: 3.994 2.178 2.441
H: 0.206 2.886 1.946
H: -5.040 -2.300 0.571
H: 1.924 2.893 1.506
H: 4.431 1.018 3.703
H: 3.971 -1.066 2.522
H: 4.304 -1.853 -2.776
H: 1.010 -1.290 3.315
H: -5.183 2.567 -1.645
H: 2.323 -0.757 4.326
H: 1.831 1.517 -1.819
H: -4.619 -3.352 -0.744
H: 4.058 0.610 -2.450
H: -2.397 -0.965 -3.547

Force components x, y, z for each atom (eV/Å):
Co -0.17 0.17 -0.31
S -0.14 -0.26 -0.27
O -0.24 0.20 0.32
O 0.04 -0.07 0.00
N -0.06 -0.04 -0.10
N 0.07 -0.06 0.02
N 0.03 -0.14 0.06
N -0.02 0.03 0.09
N 0.01 0.01 -0.08
N -0.24 0.04 0.30
N 0.28 -0.08 -0.09
C -0.02 0.07 0.13
C -0.10 0.09 -0.06
C 0.34 0.01 -0.28
C 0.08 -0.06 -0.01
C 0.04 0.00 -0.02
C -0.18 -0.18 0.06
C 0.04 -0.04 -0.01
C -0.01 0.00 -0.06
C 0.04 -0.11 -0.08
C 0.08 -0.03 0.00
C 0.04 0.04 -0.06
C 0.04 0.00 -0.05
C -0.02 0.05 0.03
C -0.03 0.05 0.01
C 0.10 0.03 0.07
C -0.09 0.38 0.42
C 0.04 -0.09 -0.07
C 0.22 -0.02 -0.19
C -0.05 0.03 -0.06
H -0.03 0.03 -0.04
H 0.00 -0.05 -0.02
H 0.05 -0.08 0.06
H -0.05 0.01 0.04
H 0.00 0.05 0.00
H 0.00 -0.01 0.01
H 0.00 -0.01 0.05
H 0.01 0.02 0.05
H 0.03 0.00 0.01
H 0.01 0.02 0.00
H 0.03 0.05 0.01
H -0.02 -0.01 0.06
H 0.02 -0.01 0.00
H -0.02 0.01 -0.01
H -0.01 -0.02 0.01
H -0.03 0.05 -0.02
H -0.03 -0.01 -0.02
H -0.04 0.01 0.00
H -0.02 -0.01 0.01
H 0.03 -0.02 -0.01
H -0.01 -0.02 0.05
H 0.01 -0.03 0.05
H 0.02 0.01 -0.04
H -0.04 -0.02 0.02
H -0.02 0.01 0.04